Entry 1:
The following is a quantum chemistry calculation of a 4-piece molecular cluster, C16H36Cl3N4O3 overall in a non-equilibrium geometry, from the OMol25 dataset.

```
62
Properties=species:S:1:pos:R:3:forces:R:3:nbo_charge:R:1
Cl 4.069 -1.492 1.227 -0.2018 0.3546 -0.1113 0.3011
Cl 2.158 -3.986 1.892 0.1798 0.1473 -0.1559 -0.0027
Cl 3.705 1.310 -1.661 -0.0080 -0.0681 -0.1090 -0.0177
O -1.327 3.085 3.826 0.1548 -0.1644 -0.2602 -0.7251
O -1.869 -3.150 -5.549 -0.0578 0.0703 -0.0965 -0.7303
O -1.852 -2.402 -2.442 -0.1882 -0.1259 -0.1298 -0.7410
N 2.327 0.443 0.464 -0.4414 0.0651 0.0544 -0.2278
N 0.378 -0.547 0.920 0.3635 -0.3758 0.0859 -0.5071
N 2.541 -0.822 0.987 -0.0164 -1.5302 0.5482 -0.2015
N 0.256 1.570 -0.067 -0.1445 -0.0294 0.1732 -0.3691
C 0.954 0.558 0.414 0.5073 0.4004 -0.1769 0.6179
C -2.556 -2.109 -6.235 0.0913 -0.0886 0.1596 -0.2472
C 0.911 -1.590 4.081 -0.7506 -0.3606 0.0869 -0.6303
C 0.798 2.771 -0.683 -0.1921 0.3685 -0.1476 -0.4290
C -1.839 0.541 -1.017 -0.5100 0.2999 0.3408 -0.2344
C 0.916 -2.720 1.777 -0.0132 -0.2557 0.4162 -0.2431
C -2.421 -3.720 -2.453 0.1777 -0.0248 0.1569 -0.2632
C -3.366 0.603 -0.812 0.5605 0.1769 0.1532 -0.6029
C 0.208 -2.564 3.138 0.3725 -0.2051 -0.0903 -0.4007
C 4.877 2.942 1.382 -0.0993 -0.0751 -0.0812 -0.6078
C -1.490 0.976 -2.431 -0.1637 -0.6710 -0.0555 -0.6207
C 3.454 1.261 0.112 0.5392 0.5754 -0.2891 -0.0513
C 1.354 -1.389 1.250 -0.5411 0.9999 -0.6012 0.4478
C 3.503 2.652 0.767 0.2347 -0.3329 0.3916 -0.4284
C -1.326 1.671 3.965 -0.1528 0.3096 0.2410 -0.2479
C -1.208 1.455 0.032 -0.6002 -0.0289 -0.1685 -0.2021
H -1.013 1.390 4.974 -0.0233 -0.1826 -0.0476 0.1730
H 0.183 -3.078 1.062 0.0361 -0.0402 -0.2034 0.2596
H -0.614 1.261 3.250 0.0249 0.0721 -0.0444 0.1599
H 0.201 -3.561 3.565 -0.0617 -0.1278 0.0367 0.2386
H -1.694 -2.836 -4.658 0.0538 0.0952 0.0998 0.4677
H 5.340 2.040 1.776 0.0439 -0.1005 0.0360 0.2035
H 4.333 0.736 0.457 -0.0860 -0.2338 0.1333 0.2555
H -1.657 2.436 -0.108 0.3623 0.2959 0.0152 0.2178
H -1.913 0.247 -3.120 -0.0250 -0.0253 -0.1221 0.2403
H -0.024 3.302 -1.148 -0.1531 -0.0760 -0.0586 0.2399
H 5.552 3.387 0.659 0.1259 0.0191 -0.0629 0.2289
H -3.510 -1.877 -5.751 -0.0175 0.0364 -0.0505 0.1592
H 0.732 -1.914 5.102 0.1488 0.0501 0.1583 0.2407
H -1.489 1.164 1.040 0.1178 -0.2598 0.0792 0.2236
H -2.316 1.255 3.755 0.0471 -0.1222 0.0226 0.1700
H -1.544 -0.485 -0.826 0.2841 -0.1230 -0.0809 0.2119
H 2.777 2.639 1.578 -0.2241 0.1532 -0.0604 0.2202
H 4.765 3.618 2.223 0.0388 0.2207 -0.0184 0.2352
H -2.618 -4.069 -1.437 -0.0355 -0.0090 -0.0214 0.1673
H -1.750 -4.418 -2.957 -0.1025 -0.0914 -0.0037 0.1809
H -3.770 1.455 -1.353 -0.1940 0.0080 -0.1206 0.2091
H 1.217 3.452 0.053 0.0369 -0.0654 0.0384 0.2164
H -3.599 0.762 0.240 -0.1453 -0.1783 0.1144 0.2043
H -1.960 1.930 -2.659 0.1905 0.2504 -0.0219 0.2075
H -1.022 -2.453 -1.963 0.1077 0.0227 -0.0405 0.4616
H -0.420 0.995 -2.628 0.1258 0.1843 0.0068 0.1990
H -2.753 -2.457 -7.246 0.0015 -0.0190 -0.0163 0.1892
H 1.504 2.555 -1.477 0.1606 -0.1052 0.0980 0.2296
H 0.446 -0.615 3.987 0.3616 0.3280 -0.0705 0.2144
H -1.949 3.448 4.461 -0.0365 0.0742 0.0350 0.4740
H 3.254 3.420 0.046 -0.1391 0.0735 0.0187 0.2367
H -3.831 -0.316 -1.147 -0.1722 -0.0356 -0.1342 0.2315
H 1.984 -1.567 3.912 0.1514 0.1342 0.0339 0.2067
H -0.830 -2.302 2.960 -0.0680 0.2540 -0.0040 0.2300
H -3.357 -3.675 -3.000 0.0038 0.0656 -0.0326 0.2017
H -1.950 -1.201 -6.288 -0.0395 0.0261 -0.0465 0.1589
```
Positions in Å, forces in eV/Å.

As for the LUMO energy: -0.120 Ha. The total charge is +1. Its gap between HOMO and LUMO is 8.60 eV.

***

Entry 2:
The following is a quantum chemistry calculation of C33H47BiCl2N2PSe as an isolated structure in a non-equilibrium geometry, from the OMol25 dataset.

```
87
Properties=species:S:1:pos:R:3:forces:R:3:lowdin_charge:R:1
Bi 0.139 -0.757 -1.201 0.0286 1.1067 1.4202 0.8188
Se -0.183 -2.188 1.495 0.3125 -0.1731 0.6932 0.5449
Cl 2.573 0.105 -1.632 0.7314 -0.0745 -0.4015 -0.2398
Cl -2.433 -0.571 -1.705 -0.8038 -0.4472 -0.4128 -0.2400
P 0.132 -0.838 -4.061 -0.0347 0.7541 -1.1548 0.9596
N -0.730 -0.545 3.778 0.3304 0.0604 -0.3828 -0.0759
N 1.386 -1.063 3.663 -0.1984 0.0423 -0.1110 0.1212
C -0.298 2.435 -0.282 0.0053 -0.4131 -0.0125 -0.3926
C 2.056 -0.216 5.970 -0.1240 0.2976 0.0905 -0.0136
C -0.156 1.057 0.020 0.3449 0.0766 0.0754 -0.4719
C -1.498 -4.611 -5.089 0.0398 0.1804 -0.1231 -0.2002
C 1.717 -0.258 -4.927 -0.4601 -0.4986 0.3533 -0.4490
C -0.049 -2.575 -4.727 -0.0628 0.3814 -0.0653 -0.4590
C 1.127 -3.474 -4.328 -0.0401 -0.1069 -0.0352 -0.2120
C -1.373 -3.259 -4.358 -0.0133 -0.1853 0.0467 -0.2055
C -1.302 0.027 -4.916 0.4705 -0.4073 0.2180 -0.4559
C -1.206 0.050 -6.439 -0.2134 0.1609 -0.3189 -0.2164
C 1.828 1.270 -4.905 0.1354 0.0211 0.0577 -0.2348
C 0.001 4.452 -1.651 -0.2156 0.1660 0.2477 -0.1459
C 1.987 -0.785 -6.344 -0.0807 0.1075 -0.2346 -0.2099
C -1.020 3.257 0.658 0.2629 0.4013 -0.2085 -0.0982
C -2.521 0.575 -7.043 0.0764 -0.2456 0.1061 -0.2000
C -0.286 -5.531 -4.885 -0.0663 0.1128 0.2866 -0.2110
C 0.233 3.101 -1.441 -0.1489 -0.1492 0.2071 -0.1017
C -0.700 0.537 6.061 0.2844 0.1097 -0.0525 -0.0073
C 1.055 -4.812 -5.077 -0.0509 0.0146 -0.1148 -0.2040
C 3.375 -0.339 -6.835 0.0802 -0.1918 0.2021 -0.1974
C -2.953 1.926 -6.456 0.2406 0.0232 -0.1172 -0.2084
C -0.734 5.224 -0.729 -0.0259 0.2252 -0.1371 -0.1744
C 3.651 1.161 -6.666 -0.1947 -0.0299 -0.0887 -0.2084
C -1.227 4.610 0.436 0.2747 -0.2080 -0.1829 -0.1542
C -0.130 -0.050 4.936 -0.5450 -0.3112 -0.0328 -0.1644
C 0.154 0.804 7.136 0.1897 -0.1091 -0.1035 -0.0927
C 3.249 1.690 -5.287 0.0339 -0.1374 0.0870 -0.1967
C -2.873 1.980 -4.925 -0.1497 -0.1387 -0.0714 -0.1922
C 1.209 -0.403 4.882 0.3492 -0.3939 -0.1143 -0.1821
C -2.144 -0.406 3.475 -0.0953 0.4542 -0.0475 -0.0288
C 1.512 0.422 7.099 -0.0661 -0.0976 -0.3436 -0.0942
C 0.196 -1.179 2.981 -0.1595 0.0600 1.1980 -0.7090
C -1.550 1.442 -4.379 0.0298 -0.0411 0.0842 -0.2371
H -2.236 -2.623 -4.603 0.2444 -0.2257 0.0837 0.0983
H -0.324 -5.920 -3.860 0.0176 -0.0438 -0.0507 0.1096
H -1.391 2.792 1.580 0.0566 0.1178 -0.3781 0.0802
H 0.403 4.948 -2.543 -0.0755 -0.2276 0.2749 0.0848
H 0.878 2.521 -2.118 -0.4009 0.3071 0.2951 0.0540
H -2.306 2.709 -6.873 -0.0201 -0.0425 0.0282 0.1080
H -3.692 1.383 -4.503 0.1004 0.0599 0.0382 0.1137
H 3.937 1.292 -4.530 -0.0933 0.1008 -0.0271 0.1105
H -0.223 1.308 8.030 0.0638 -0.2437 -0.3497 0.1001
H 3.097 1.712 -7.436 -0.0075 -0.0087 0.0311 0.1070
H 1.916 -1.883 -6.396 0.1288 0.3235 0.0340 0.0935
H -1.410 -3.425 -3.269 0.0071 0.1031 -0.2076 0.1116
H -0.914 6.292 -0.908 0.1098 -0.4685 0.0364 0.0681
H 1.079 -3.660 -3.245 0.0247 0.0827 -0.1503 0.1173
H -2.412 -5.117 -4.752 0.1385 0.0301 -0.0963 0.1060
H -3.307 -0.170 -6.848 0.0909 0.0991 -0.0577 0.1118
H -0.042 -2.420 -5.823 0.0539 -0.2893 0.3152 0.0923
H 4.129 -0.901 -6.266 -0.0430 0.0464 -0.0644 0.1122
H -0.728 2.105 -4.680 -0.1663 -0.0926 0.0735 0.1012
H 2.259 -1.463 3.341 -0.4147 0.1086 -0.1154 0.1592
H -0.352 -6.391 -5.567 0.0192 0.1390 0.2101 0.1037
H -2.732 -0.594 4.383 0.1656 -0.0687 -0.2127 0.0890
H -0.470 0.832 1.050 -0.2117 -0.4616 -0.6044 -0.0449
H -2.355 0.616 3.118 0.0802 -0.4193 0.0644 0.1033
H 2.093 -2.991 -4.526 -0.1970 -0.0829 0.0749 0.1008
H 1.583 1.660 -3.909 0.0483 -0.1161 -0.2216 0.0658
H -0.976 -0.944 -6.863 -0.1509 0.3635 0.1497 0.1016
H 2.483 -0.665 -4.239 -0.1079 0.2571 -0.2242 0.0586
H 3.484 -0.626 -7.889 0.0903 0.0269 0.1371 0.1034
H -3.014 3.012 -4.587 -0.0505 -0.0989 0.0106 0.1113
H -1.582 1.426 -3.282 0.0272 0.0723 -0.2260 0.0535
H -1.618 -4.427 -6.168 -0.0128 0.0670 0.1309 0.1096
H 1.874 -5.458 -4.742 -0.0752 0.0114 -0.0783 0.1057
H 3.090 -0.565 5.908 -0.3149 0.2478 0.2234 0.1124
H 1.225 -0.404 -7.040 0.2492 -0.0655 0.1828 0.0927
H -1.766 0.757 6.058 0.2786 0.1121 0.2139 0.1080
H -1.771 5.210 1.175 0.1476 -0.2254 -0.2521 0.0826
H 2.142 0.624 7.971 -0.2129 -0.1155 -0.3826 0.0989
H -2.155 -0.606 -4.619 0.1002 0.2878 -0.0093 0.0724
H 3.323 2.782 -5.264 0.0886 -0.0915 0.0060 0.1098
H -2.404 -1.121 2.694 0.0362 0.0899 0.0753 0.0504
H -3.973 2.146 -6.793 0.1151 0.0696 0.0570 0.1012
H -2.401 0.651 -8.132 -0.1656 0.0066 0.1449 0.1033
H -0.387 0.721 -6.745 -0.2664 -0.1404 0.0958 0.0957
H 4.716 1.354 -6.845 -0.1418 0.0083 -0.0307 0.1025
H 1.208 -4.639 -6.152 0.0376 0.0923 0.0985 0.1096
H 1.118 1.708 -5.623 0.1374 -0.0989 0.1471 0.0999
```
Positions in Å, forces in eV/Å.

As for the LUMO energy: 0.084 Ha. The total charge is -1. Its gap between HOMO and LUMO is 4.25 eV.

***

Entry 3:
The following is a quantum chemistry calculation of C26H52Br8NiO10S4 as an isolated structure in a non-equilibrium geometry, from the OMol25 dataset.

```
101
Properties=species:S:1:pos:R:3:forces:R:3:lowdin_spin:R:1
Br -6.381 1.232 2.281 1.2225 -0.0699 -0.6572 0.0000
Br -1.495 5.839 4.988 -0.1903 -0.2053 0.2890 0.0000
Br 5.680 -0.044 2.986 -1.1853 -0.4635 -0.6573 0.0000
Br -5.801 3.429 -0.515 0.6993 -0.3128 0.4951 0.0000
Br -2.746 -4.183 -3.488 -0.2800 0.1530 0.5328 0.0000
Br -1.590 5.411 1.129 0.9030 -0.5903 0.8820 0.0016
Br -3.618 -2.257 0.766 0.4823 -0.5141 -1.1879 0.0000
Br 4.166 -3.645 2.366 -0.2251 1.1604 0.7308 0.0000
Ni 0.801 2.433 -0.763 -0.7696 -2.7472 -0.1405 1.7556
S 0.571 1.122 5.314 1.8220 -2.5858 -0.0421 0.0000
S 3.281 2.467 -3.245 1.6797 -1.3413 0.0317 0.0019
S 2.060 -3.186 -3.519 1.3391 -0.7489 0.0794 0.0000
S -1.276 1.709 -3.612 -3.0384 0.1204 0.6527 0.0029
O -0.320 1.846 -2.525 0.7080 0.0335 -0.2188 0.0223
O 1.937 0.572 5.629 -3.3119 0.9718 -0.5216 0.0000
O 2.928 -3.868 -4.509 -1.6965 1.4511 0.7797 0.0000
O -1.133 2.503 -4.829 0.3202 -1.3756 1.0494 0.0019
O 2.281 2.983 -2.298 0.0992 0.4011 -0.2810 0.0115
O 1.241 -1.992 -3.809 1.1314 -1.5313 0.0807 0.0000
O -0.884 1.745 0.367 2.1479 0.3016 -0.4291 0.0613
O 0.527 2.370 4.599 -0.3963 0.3664 0.5570 0.0000
O 3.655 3.232 -4.441 -1.0139 -0.9051 1.5194 0.0030
O 1.788 0.682 -0.505 -2.1979 0.9001 0.6927 0.1198
C -3.612 0.732 -2.439 0.8786 1.6370 -0.7062 0.0001
C -3.219 -0.208 -3.590 -0.0399 -0.2638 0.1883 0.0004
C -0.982 4.294 2.729 -1.3580 -0.8119 -1.4115 0.0000
C -2.779 -2.872 -0.944 0.4812 -0.3123 -0.5543 0.0000
C 2.943 0.657 -3.680 0.6625 1.0330 -0.1564 -0.0003
C 4.342 0.117 -3.999 0.2236 -0.2069 0.5385 -0.0001
C -2.089 4.390 3.736 0.2570 1.6117 1.8478 0.0000
C 3.153 -2.912 -2.039 0.5940 2.5608 -1.7044 0.0001
C 1.067 -4.424 -2.655 0.6129 -0.1611 -0.4514 0.0000
C -0.448 -0.074 4.348 -1.0330 -0.9164 0.0254 0.0000
C -3.615 -3.897 -1.727 0.4650 0.7483 0.3176 0.0000
C 3.375 -1.888 2.937 -0.2411 0.2837 -0.2728 0.0000
C -0.519 0.981 6.808 -1.1717 0.7860 -0.3348 0.0000
C -4.397 2.809 0.777 -1.0448 -0.3349 0.1756 0.0001
C 0.837 -0.169 0.164 -0.3620 0.9570 0.4533 0.0068
C -1.487 -0.713 5.340 0.0531 -0.3210 0.1267 0.0000
C 3.919 -0.688 2.211 1.1407 -0.1951 -0.0830 0.0002
C -0.672 0.334 0.402 0.3068 1.7384 -1.7949 0.0068
C 1.245 -4.033 -1.198 -0.3275 -0.3771 0.1363 0.0000
C -1.678 -0.137 -3.768 -0.2118 0.8336 -0.6704 0.0016
C 5.434 0.784 -3.045 -0.8987 0.9252 0.0773 0.0000
C -1.914 0.370 6.366 2.0546 -0.3055 -0.8601 0.0000
C -4.663 1.360 1.239 -0.0834 1.0662 -0.4478 0.0001
C -2.987 2.079 -2.858 1.6036 0.5446 -0.8770 -0.0002
C 2.747 -3.794 -0.938 -1.3750 -0.6299 -0.2376 0.0000
C 4.855 2.025 -2.294 -1.9812 -0.4390 -1.4304 0.0000
H -3.597 -4.874 -1.244 -0.4284 0.2346 -0.1010 0.0000
H -0.021 0.340 7.536 0.0994 0.0605 -0.2060 0.0000
H 2.535 0.078 -2.851 -0.3920 0.8314 0.2591 -0.0001
H -4.696 0.704 0.369 -0.3820 -0.1135 0.3020 0.0000
H -1.318 -0.492 -4.733 -0.0570 0.0510 0.0387 0.0000
H 6.353 1.073 -3.556 -0.1003 -0.3559 -0.0259 0.0000
H 0.904 -4.822 -0.528 -0.3467 0.1360 -0.0205 0.0000
H 3.304 -4.723 -1.061 -0.0460 -0.1352 0.7369 0.0000
H 4.066 -0.964 1.168 0.3214 0.3972 0.0287 0.0002
H -0.980 3.275 2.342 0.1944 0.0457 -0.4041 0.0000
H -1.216 -0.071 -0.451 -0.3970 -0.4113 -0.3695 -0.0002
H -4.677 0.942 -2.337 -0.0475 -0.5492 0.1280 0.0000
H 3.217 0.146 2.254 0.2066 0.0081 0.2221 0.0000
H 1.157 -0.378 1.185 0.6558 -0.3741 0.1667 0.0010
H -3.582 -1.226 -3.451 0.4634 -0.2308 0.4056 0.0001
H -1.119 -0.641 -2.980 -0.0176 0.1674 0.0801 0.0000
H -0.628 1.996 7.190 0.1826 -0.0235 0.1474 0.0000
H -4.597 -3.469 -1.927 -0.0103 -0.5368 -0.0001 0.0000
H -1.197 -0.043 1.280 0.5645 -0.5252 0.4153 0.0009
H 2.258 0.674 -4.528 0.0732 -0.0696 0.0803 0.0000
H -2.261 3.525 4.377 0.3944 -0.1132 -0.2644 0.0000
H 0.157 -0.787 3.788 0.4623 -0.2413 0.6967 0.0000
H 0.095 -4.510 -3.139 -0.0998 0.2923 0.4697 0.0000
H 5.475 2.918 -2.216 -0.1004 -0.2311 0.1470 0.0000
H 3.029 -1.851 -1.818 -0.3751 0.1582 0.2974 0.0002
H 0.721 -1.083 -0.419 0.1788 -0.3554 0.1237 0.0003
H -3.483 2.631 -3.657 -0.3592 -0.4845 -0.1972 0.0000
H 3.409 -1.717 4.013 0.1121 -0.6242 -0.0541 0.0000
H -1.093 -1.619 5.801 0.5725 0.2928 0.4487 0.0000
H 4.182 -2.953 -2.395 -0.0592 -0.5570 -0.0520 0.0000
H -3.053 4.839 3.499 0.2614 -0.5273 -0.8493 0.0000
H -2.766 2.861 -2.131 -0.0584 -0.4557 0.5456 0.0000
H -3.778 0.048 -4.490 0.3719 0.5552 -0.2214 0.0000
H 0.018 4.531 3.094 -0.3707 0.4142 -0.2252 0.0000
H -3.142 0.473 -1.490 -0.2306 -0.3645 0.1071 0.0000
H -0.979 0.366 3.504 -0.0093 1.0062 0.3670 0.0000
H 4.514 0.110 -5.076 0.4840 0.6199 0.1617 0.0000
H -2.505 -0.040 7.186 0.3316 0.0500 0.1110 0.0000
H 2.342 -1.919 2.590 -0.1067 -0.4557 0.2356 0.0000
H -1.791 -3.296 -0.767 -0.1589 -0.0815 0.6815 0.0000
H 2.775 -3.328 0.047 0.7346 -0.2869 -0.1686 0.0000
H 1.604 -5.360 -2.809 0.0207 -0.0606 -0.2321 0.0000
H -3.443 2.931 0.264 -0.0145 -0.2580 0.1220 0.0001
H 5.616 0.107 -2.210 0.4963 -0.2986 -0.4515 0.0000
H 4.372 -0.939 -3.734 -0.2292 -0.0705 -0.1045 0.0000
H -2.558 1.049 5.808 0.2229 0.4900 0.2647 0.0000
H 4.371 1.666 -1.386 0.4051 0.4393 0.4138 -0.0001
H -3.831 1.052 1.872 -0.2373 -0.0433 0.1995 0.0001
H -4.473 3.493 1.622 0.0755 0.0236 -0.2090 0.0000
H -2.405 -1.134 4.931 0.0879 0.3951 -0.9444 0.0000
H 0.732 -3.091 -1.004 -0.2509 -0.0866 0.2122 0.0000
H -2.547 -2.022 -1.585 -0.5432 0.3334 0.3544 0.0000
```
Positions in Å, forces in eV/Å.

As for the LUMO energy (spin up / spin down): -0.006 / -0.020 Ha. As for the spin multiplicity: 3. Its gap between HOMO and LUMO (spin up / spin down) is 8.34 / 7.88 eV. The value obtained for the energy above the lowest of the compared OMol25 structures with the same formula, charge and spin is 66.3 kcal/mol.

***

Number 1: electronic energy -2456.22460 Eh. Number 2: electronic energy -5273.05503 Eh. Number 3: electronic energy -25467.25221 Eh.